(1)
DFT (ωB97M-V/def2-TZVPD) results for a structure of composition C22H29BaN7OP.

E_HOMO (Ha): -0.3484
Charge: +1
HOMO-LUMO gap (eV): 6.76
Maximum force (eV Å⁻¹): 0.5

Last column: Mulliken charge in e.
Element x y z (Å)
Ba  -0.9181  1.1863  -1.8896  1.9052
P  2.2718  0.9181  -0.9457  -0.0143
O  -1.5237  3.4931  -0.9855  -0.6740
N  -1.6594  5.7431  -0.8129  -0.1504
N  3.6451  -0.8940  0.6429  0.1252
N  4.9845  0.8868  -0.3684  0.1081
N  -4.8480  0.1249  -1.0106  -0.0404
N  -3.5118  4.4244  -0.4362  -0.2845
N  -0.6630  -1.1547  -1.2574  -0.6958
N  3.4981  1.3929  1.5126  0.1116
C  4.9017  -0.5292  -0.0062  -0.9645
C  4.7595  1.6883  0.8323  -0.9195
C  -3.2870  -2.6732  0.5683  -0.0489
C  -4.1835  -1.2831  2.3231  -0.3543
C  -0.5935  -4.4314  0.3424  -0.2233
C  0.4613  -5.1949  -2.1053  -0.6355
C  -1.0872  -2.1110  -0.5570  -0.6842
C  2.3552  1.7972  0.7001  -0.6853
C  2.5162  -0.8044  -0.2778  -0.5245
C  -2.2038  4.5209  -0.7468  0.4611
C  -0.5879  -3.5256  -0.7147  1.0687
C  -2.1464  -1.8783  0.4980  0.2771
C  -0.0517  -3.9195  -1.9369  -0.4706
C  -3.0361  -0.5025  2.2808  -0.7822
C  -4.3071  -2.3680  1.4623  -0.9600
C  -3.8874  0.7652  -1.0364  -0.3132
C  4.0445  1.2257  -1.4302  -0.9155
C  -0.0656  -5.7057  0.1823  -0.7885
C  -2.3666  6.9906  -0.5845  -0.9622
C  -2.0336  -0.7956  1.3663  -0.3538
C  0.4579  -6.0918  -1.0429  -0.4025
C  3.4577  -0.0410  1.8125  -1.0311
H  -0.0413  -3.2013  -2.7473  0.3331
H  2.5026  -0.2820  2.2828  0.3906
H  -0.6935  5.7634  -1.0900  0.2529
H  5.5733  1.4860  1.5303  0.3042
H  -1.1272  -0.1982  1.3395  0.5872
H  -1.0019  -4.1370  1.3020  0.4319
H  4.2725  0.6330  -2.3186  0.4291
H  0.8622  -7.0876  -1.1708  0.3954
H  0.8656  -5.4943  -3.0641  0.4038
H  -3.8771  3.4995  -0.2845  0.1636
H  -4.0462  5.2115  -0.1160  0.1936
H  -3.1727  7.1340  -1.3058  0.3329
H  2.6629  -1.4883  -1.1160  0.5062
H  5.7182  -0.7479  0.6838  0.3167
H  -4.9660  -1.0626  3.0380  0.4216
H  5.0333  -1.1374  -0.9024  0.3813
H  4.1661  2.2766  -1.7024  0.4116
H  4.2573  -0.2566  2.5228  0.2869
H  1.5974  -1.1226  0.2173  0.3079
H  -1.6631  7.8099  -0.6957  0.3249
H  -0.0634  -6.3968  1.0154  0.3956
H  4.7861  2.7473  0.5685  0.3877
H  1.4357  1.6010  1.2600  0.4325
H  -5.1892  -2.9957  1.5059  0.4204
H  2.4014  2.8756  0.5263  0.4427
H  -2.7699  7.0385  0.4288  0.3155
H  -3.3740  -3.5380  -0.0793  0.5010
H  -2.9175  0.3237  2.9712  0.4142
H  -5.6237  -0.5074  -0.9785  0.3368



(2)
DFT (ωB97M-V/def2-TZVPD) results for a cluster of 6 separate species, C5H20NO6 in total in a non-equilibrium geometry.

E_HOMO (Ha): -0.1983
Charge: -1
HOMO-LUMO gap (eV): 8.83
Maximum force (eV Å⁻¹): 1.8

Last column: Mulliken charge in e.
Element x y z (Å)
O  0.9712  -0.0590  1.8124  -0.6459
O  1.5058  1.7037  0.1896  -1.0124
O  3.1407  0.5701  -1.4760  -0.7381
O  -1.3904  -3.4031  -2.1745  -0.6970
O  -0.4058  3.3877  -0.3689  -0.7252
O  3.2475  -1.5012  0.5519  -0.6907
N  -0.0077  -1.1387  -0.6976  -0.3826
C  -1.3924  0.5580  1.4708  -0.2797
C  -2.0107  -0.4707  0.4946  -1.1004
C  -0.2942  0.0464  2.4132  -0.6128
C  -1.9037  -0.3317  -1.9490  -1.2006
C  -1.2766  -0.6196  -0.7935  0.8529
H  1.2170  0.7464  1.0721  0.3814
H  1.9608  2.2535  0.8384  0.2145
H  -0.7374  -3.1552  -1.5054  0.3562
H  -2.9225  0.0251  -1.8928  0.3075
H  -2.1343  -1.3766  1.1010  0.2839
H  -0.5837  -0.9584  2.7596  0.3275
H  -1.4315  -0.3592  -2.9217  0.3653
H  -3.0307  -0.1335  0.3023  0.2995
H  -0.9055  1.3228  0.8609  -0.0054
H  -1.9177  -2.5942  -2.2372  0.3953
H  3.9810  0.9576  -1.2126  0.2700
H  -0.2117  0.7158  3.2859  0.2761
H  2.8734  -0.7264  0.1102  0.3057
H  -0.9818  3.0240  -1.0451  0.2775
H  0.3394  2.7238  -0.2397  0.4491
H  -2.1306  1.0426  2.1122  0.4451
H  2.8066  -1.4765  1.4107  0.3557
H  0.5393  -0.9214  0.1363  0.2037
H  0.5955  -0.9623  -1.4923  0.2550
H  2.4905  1.1101  -0.9153  0.4685



(3)
DFT (ωB97M-V/def2-TZVPD) results for the molecule C4H5N3O2 in a non-equilibrium geometry.

E_HOMO (Ha): -0.3394
Structure (SMILES): O/N=C1/ON=C[C@H]2CN12
HOMO-LUMO gap (eV): 9.51
Maximum force (eV Å⁻¹): 3.8

Last column: Mulliken charge in e.
Element x y z (Å)
O  2.8159  0.1755  -0.3335  -0.3355
O  -0.2464  -1.1933  0.7794  -0.2104
N  0.2261  1.0777  -0.0876  -0.5457
N  1.8041  -0.7626  -0.1130  -0.3565
N  -1.4227  -1.4733  -0.0157  -0.2959
C  -1.3011  0.9345  -0.4728  0.0382
C  -1.9067  -0.4514  -0.6884  -0.2318
C  -0.8690  1.5433  0.7660  -0.3906
C  0.6287  -0.2340  0.1935  0.6384
H  2.2760  1.0519  -0.5780  0.3948
H  -1.5779  1.7554  -1.1984  0.3269
H  -0.9366  0.8063  1.5097  0.3493
H  -2.7712  -0.7393  -1.4194  0.3322
H  -1.1105  2.6214  0.8450  0.2866



(4)
DFT (ωB97M-V/def2-TZVPD) results for a structure of composition C34H31MgN5O12P2.

E_HOMO (alpha / beta) (Ha): 0.0083 / 0.0083
Charge: -2
HOMO-LUMO gap (alpha / beta) (eV): 3.86 / 3.86
Maximum force (eV Å⁻¹): 0.9

Last column: Mulliken charge in e.
Element x y z (Å)
P  1.7275  2.7843  -1.4481  0.6704
P  -0.7703  2.1446  -3.0551  0.4896
Mg  0.4004  0.4786  -0.2249  2.3698
O  -3.0416  -1.4980  2.4807  -0.6194
O  0.7400  3.8539  -0.8003  -0.6247
O  1.9724  1.6542  -0.4817  -0.6799
O  -3.5651  2.3149  4.6453  -0.6744
O  0.7225  2.0122  -2.5560  -0.1255
O  -0.7684  2.0116  0.8125  0.3285
O  2.2789  -6.1535  3.2785  -0.8241
O  -1.7666  2.6960  -2.1351  -0.6351
O  -1.0334  0.7342  -3.7249  -0.2990
O  -0.6561  3.0654  -4.3575  -0.6529
O  2.5180  -6.3821  1.1199  -0.8172
O  2.8018  3.4555  -2.1842  -0.8536
N  -2.2032  0.3809  1.4708  1.9795
N  2.2476  -5.6532  2.1205  0.9598
N  -2.8242  0.3899  3.7262  0.2008
N  0.8587  -0.2950  1.7544  0.1452
N  1.4288  -1.5946  -0.5010  -0.3225
C  -1.0897  4.1547  4.6385  -1.6220
C  2.2533  -3.4722  -1.6955  -1.2284
C  -2.6960  3.7602  2.2316  -1.8847
C  0.8014  -0.1162  4.1416  -1.3690
C  1.8936  -3.6704  0.6856  1.1052
C  1.4877  -2.3056  0.6348  -0.0836
C  -3.2238  -3.4572  -5.0944  -0.4674
C  1.0702  -1.4380  4.2830  -1.3620
C  1.9218  -4.3353  1.9717  -0.9724
C  -4.3231  -2.1057  -0.7929  -0.9322
C  -0.8657  -0.5421  -3.0126  1.8275
C  -2.8986  1.7664  3.7884  -0.1849
C  2.2635  -4.2386  -0.5452  -0.5953
C  -4.3411  0.0313  0.3562  -0.8619
C  -2.9592  -1.2190  -4.2503  -0.2978
C  -0.7928  3.0165  3.6708  -0.7825
C  -1.9949  2.5146  2.8233  3.4916
C  1.8309  -2.1590  -1.6349  -0.7116
C  -4.9980  -1.0515  -0.0551  -0.6843
C  0.6842  0.4642  2.8557  -1.0849
C  -1.1768  -2.8065  -4.0188  0.1151
C  -2.8749  0.2330  0.1183  1.8290
C  1.6427  -3.5824  3.1556  -0.7344
C  -1.9450  -3.7700  -4.6573  -0.7215
C  -2.6965  -0.3444  2.5360  -0.3833
C  -1.1971  -0.2417  -1.5802  -1.2476
C  1.1659  -1.5728  1.8624  -0.1314
C  -3.7249  -2.1763  -4.8940  -0.6796
C  -3.6953  3.5345  1.1127  -1.1030
C  -1.5165  1.5827  1.7171  -2.1064
C  -1.6824  -1.5316  -3.7969  -0.7444
C  1.3043  -2.2594  3.1170  1.1871
C  -3.0727  -1.9182  -1.2338  -0.9927
C  -2.2989  -0.7011  -0.9487  0.8384
H  -3.3113  -0.1112  4.4571  0.3708
H  -1.9357  3.9286  5.2862  0.3054
H  0.1868  -0.8024  -3.1295  0.0304
H  -3.2243  3.1380  0.2138  0.1029
H  -1.5449  -4.7644  -4.8084  0.4301
H  -4.1541  4.4854  0.8381  0.5096
H  -0.0364  3.3373  2.9486  0.4192
H  -3.3490  -0.2254  -4.0749  0.3383
H  -4.5003  2.8686  1.4236  0.2373
H  0.6863  0.5162  5.0164  0.3676
H  -4.7238  -1.9272  -5.2303  0.3829
H  -3.1901  4.2539  3.0705  0.5000
H  -2.7120  1.2261  -0.2934  -0.8096
H  1.7226  -4.0994  4.0994  0.5028
H  1.8410  -1.5318  -2.5183  0.9529
H  -3.8284  -4.2071  -5.5897  0.3712
H  0.6733  1.5251  2.7034  1.5481
H  -0.2122  4.3210  5.2654  0.5077
H  -6.0513  -1.1604  0.1805  0.3894
H  -2.5734  -2.7184  -1.7602  0.5951
H  -0.3762  2.1693  4.2152  -0.3465
H  -0.1867  -3.0549  -3.6537  0.3727
H  -1.9083  4.4310  1.8809  0.4613
H  0.1240  2.8331  -4.8725  0.3093
H  -1.2986  5.0890  4.1191  0.2912
H  -4.8500  0.7886  0.9393  0.1973
H  2.5738  -3.8927  -2.6403  0.4440
H  2.5704  -5.2707  -0.5540  0.5774
H  0.0256  3.4529  -0.2780  0.3887
H  -4.8368  -3.0414  -0.9746  0.4299
H  1.1564  -1.8909  5.2641  0.3824



(5)
DFT (ωB97M-V/def2-TZVPD) results for a structure of composition C31H47N7NaPSSi.

E_HOMO (Ha): -0.1871
HOMO-LUMO gap (eV): 5.06
Maximum force (eV Å⁻¹): 0.9

Last column: Mulliken charge in e.
Element x y z (Å)
S  -0.7505  -0.8341  -4.6603  -0.3379
P  -2.6669  -0.7787  1.5583  -0.4863
Si  2.8918  1.1168  -1.1083  -0.8563
Na  0.5077  -0.1391  0.2490  0.8443
N  -0.5665  -2.1434  0.2644  -0.0996
N  -2.5045  -3.1984  0.1512  0.3497
N  -1.6243  -0.7512  -2.2285  0.4169
N  -1.2171  1.2808  0.3523  -0.0937
N  -0.0601  -0.5158  2.6231  0.1494
N  -1.6780  -0.1680  4.0892  0.2036
N  -3.3794  1.4240  -0.0649  0.4419
C  -1.8425  -2.0809  0.5899  0.1048
C  -0.3921  -3.3223  -0.3894  -0.9526
C  -0.5605  -0.6246  -2.9414  0.1669
C  -0.4970  -0.0009  4.7550  -0.4128
C  -5.0004  -1.5855  -3.4797  -1.3561
C  -2.3884  0.7098  0.5474  0.1755
C  -2.7787  2.4798  -0.6945  -0.7964
C  -3.0109  -0.0258  4.6414  -0.8033
C  4.1495  2.8881  -3.1520  -1.9075
C  -3.4369  -1.4409  -5.3178  -0.6296
C  -4.7197  -1.6576  -4.8463  -0.4943
C  3.4971  -1.5850  -1.8475  -1.6850
C  -4.8060  1.1764  -0.0416  -0.9896
C  5.5226  -0.1334  -1.8235  -1.7356
C  -2.7086  -1.0563  -3.0194  -0.8539
C  2.8879  0.9639  -4.0313  -1.8470
C  -1.4424  2.3737  -0.4263  -0.3917
C  0.4895  -0.2214  3.8328  -0.7563
C  3.1708  1.9409  1.6306  -1.8485
C  -1.3669  -0.4795  2.7938  -0.2472
C  4.1715  -0.3994  -1.1440  2.5240
C  4.4525  -0.8566  0.2916  -2.0367
C  2.7867  3.7613  0.0445  -2.0804
C  -4.0084  -1.2876  -2.5667  0.0210
C  5.0487  2.7302  0.2169  -1.7565
C  -1.5827  -3.9885  -0.4741  -0.4800
C  2.9287  1.9916  -2.8947  2.5601
C  -2.4377  -1.1474  -4.3995  0.7175
C  3.5425  2.4394  0.2242  2.6433
C  -3.9046  -3.5314  0.3127  -0.9162
C  1.6531  2.8333  -3.0391  -1.5030
H  5.3022  3.4775  0.9822  0.5109
H  2.8110  1.4802  -4.9970  0.5610
H  4.1382  3.2698  -4.1828  0.5338
H  2.5625  -1.8463  -1.3393  0.1281
H  -4.2090  -1.2278  -1.5038  1.1006
H  -0.6287  3.0039  -0.7485  0.2586
H  4.1668  3.7515  -2.4869  0.3044
H  3.7391  1.0560  1.9183  0.3037
H  0.7641  2.1998  -2.9629  0.0846
H  3.2630  -1.3726  -2.8901  0.2850
H  3.7879  0.3497  -4.0610  0.3526
H  -3.2166  -1.5000  -6.3758  0.4271
H  3.0582  4.4632  0.8434  0.5717
H  -4.3910  -3.6262  -0.6583  0.3224
H  4.9824  -1.8179  0.2872  0.5743
H  -5.1810  0.9953  -1.0487  0.3327
H  -4.3967  -2.7456  0.8790  0.3193
H  0.5774  -3.6147  -0.7600  0.5292
H  -2.9375  0.2453  5.6910  0.3231
H  -5.5130  -1.8857  -5.5459  0.3945
H  5.0806  -0.1411  0.8251  0.3141
H  6.0407  0.7099  -1.3649  0.2458
H  6.1793  -1.0113  -1.7405  0.5192
H  2.0231  0.2981  -3.9474  -0.0526
H  1.6320  3.3309  -4.0185  0.5188
H  0.4170  -0.3885  -2.5237  -0.2288
H  3.0108  4.2471  -0.9046  0.3385
H  3.5199  -0.9870  0.8518  0.2247
H  1.5754  3.6035  -2.2711  0.2926
H  -3.5622  -0.9614  4.5556  0.3192
H  -1.8479  -4.9326  -0.9187  0.5024
H  -5.3295  2.0331  0.3825  0.3554
H  -4.0114  -4.4710  0.8544  0.3502
H  4.1541  -2.4649  -1.8263  0.5459
H  5.3844  3.1179  -0.7456  0.2618
H  -5.0090  0.3030  0.5736  0.3405
H  1.5591  -0.1829  3.9595  0.5112
H  5.6237  1.8296  0.4409  0.3043
H  3.3743  2.7240  2.3730  0.5409
H  -6.0095  -1.7690  -3.1318  0.4179
H  1.7069  3.5891  0.1009  0.2155
H  2.1058  1.6946  1.6840  0.1895
H  -3.3444  3.1987  -1.2627  0.4916
H  -3.5628  0.7532  4.1163  0.2868
H  -0.4610  0.2586  5.7991  0.4201
H  5.0813  2.3352  -3.0151  0.2790
H  5.4042  0.0843  -2.8862  0.3130



(6)
DFT (ωB97M-V/def2-TZVPD) results for a structure of composition C25H21Cl6N5O8STi.

E_HOMO (Ha): -0.3181
HOMO-LUMO gap (eV): 7.29
Maximum force (eV Å⁻¹): 0.4

Last column: Mulliken charge in e.
Element x y z (Å)
Ti  -0.6892  0.0564  0.2993  0.0877
Cl  1.7725  2.4928  2.5926  -0.1271
Cl  5.4492  -5.1006  -0.5516  -0.2149
Cl  6.1925  -0.4477  3.5820  -0.1780
Cl  1.9040  -2.6508  1.1615  0.0102
Cl  4.8081  -2.9195  2.2665  -0.1655
Cl  4.6566  2.2596  3.7671  -0.1833
S  -1.5191  2.3384  1.7281  -0.4715
O  -0.2263  -4.2105  -1.7345  -0.4276
O  -1.0104  -1.9859  -0.0668  -0.2371
O  0.0302  -0.7710  -1.5011  -0.3002
O  -2.3435  0.3262  -0.6657  -0.7733
O  -1.2639  6.1522  -0.8189  -0.7719
O  0.8528  0.0359  1.2462  0.1021
O  -3.3295  1.2897  -2.4327  -0.6520
O  -0.2982  6.4943  -2.8455  -0.6659
N  -3.9187  2.5723  0.4653  -0.1042
N  -2.7456  4.4159  0.5241  0.0356
N  -1.7603  -0.7485  2.0626  -0.0935
N  -1.2596  -0.4330  3.3680  -0.5481
N  -0.2245  1.7515  -0.8748  0.9695
C  3.7797  -4.8149  -0.9394  0.1394
C  -0.5188  -1.8704  -1.2294  1.3348
C  3.4342  -3.7456  -1.7381  -0.9241
C  2.6524  1.0254  2.4616  0.6556
C  0.8356  2.5510  -0.7365  -0.8955
C  3.9950  -1.4114  2.3462  0.0944
C  3.9279  0.9054  3.0065  0.1327
C  0.8107  3.8565  -1.1756  -0.6976
C  -4.6619  3.4551  -0.4387  -0.3855
C  0.3954  -6.3461  -0.1549  -1.4339
C  2.8075  -5.6632  -0.4288  -0.7781
C  -2.7668  3.1405  0.8611  -0.0118
C  2.7171  -1.2903  1.8152  0.2423
C  -0.6230  5.8417  -1.8650  0.0146
C  -0.3319  4.3457  -1.8025  0.4782
C  -1.3229  3.4267  -2.1574  -0.6307
C  -0.6568  -2.9773  -2.2518  -1.0916
C  2.0940  -3.5157  -2.0261  -0.3495
C  2.0530  -0.0614  1.8234  -1.1618
C  4.6097  -0.3073  2.9344  0.1674
C  -2.4185  1.2124  -1.6508  0.4719
C  -3.9650  4.8036  -0.1854  -0.5146
C  1.1245  -4.3629  -1.5143  0.6845
C  1.4673  -5.4520  -0.7070  1.0266
C  -1.2570  2.1650  -1.6260  0.4240
H  1.6388  4.5144  -0.9497  0.4869
H  -0.1569  -6.8362  -0.9581  0.3290
H  -5.7168  3.4806  -0.1754  0.3716
H  -4.5647  5.4627  0.4430  0.4158
H  -1.6499  -1.7488  1.9283  0.3555
H  1.8355  -2.6568  -2.6287  0.3268
H  -1.9237  -0.7557  4.0640  0.2864
H  -2.7477  -0.5220  1.9540  0.3219
H  3.1004  -6.4932  0.2010  0.3769
H  1.6749  2.1526  -0.1856  0.6079
H  0.8278  -7.1114  0.4870  0.4218
H  -1.7204  -3.0878  -2.4647  0.3753
H  -0.3301  -5.7714  0.4227  0.2460
H  -1.9047  5.0017  0.3911  0.4015
H  -1.2264  0.5794  3.4322  0.1957
H  -3.9922  1.5700  0.4287  0.2423
H  -2.1972  3.7219  -2.7229  0.6688
H  -0.1432  -2.6922  -3.1703  0.4018
H  4.1973  -3.0852  -2.1253  0.4567
H  -3.7006  5.3389  -1.0944  0.2411
H  -4.5588  3.1105  -1.4692  0.1873



- Among the records above, which one has the lowest maximum force?
  C25H21Cl6N5O8STi



- Among the records above, which one has the highest maximum force?
  C4H5N3O2



- Which formula does entry 6 have?
  C25H21Cl6N5O8STi



- The highest maximum force belongs to which entry?
  C4H5N3O2